## w
Molecular formula: C3H9N4
Method: DFT, ωB97M-V/def2-TZVPD

Its structure (SMILES) is C=[N+]=N[C@H](C)NN. For the highest occupied orbital energy, the calculation gives -13.05 eV. The molar mass comes out at 101.1 g mol⁻¹. The calculation puts the HOMO-LUMO gap at 0.2707 Ha.

Geometry as ORCA input:
```
! RIJCOSX wB97M-V def2-TZVPD def2/J DEFGRID3
* xyz 1 1
H -1.38401 -0.69142 1.05983
C -1.61683 1.73282 0.18841
N -1.11535 -0.73182 0.06245
H -0.33241 -2.18352 -1.01706
H 3.06070 -0.51881 1.23292
H -2.34168 1.31420 0.96918
H 3.39578 -1.09684 -0.46480
H -2.18934 1.95181 -0.76160
H -0.73821 0.63551 -1.52197
N 0.70426 0.89364 -0.14671
C 2.69273 -0.47633 0.19067
N 1.54016 0.00930 -0.01651
C -0.70915 0.62168 -0.44125
H 0.00258 -2.33225 0.40527
H -0.89455 2.52166 0.53100
N -0.07467 -1.64963 -0.26985
*
```

Here are the Löwdin charges for atoms 1 to 6, given in e: 0.133 -0.011 -0.046 0.069 0.124 0.107



## x
Molecular formula: C3H9N4
Method: DFT, ωB97M-V/def2-TZVPD

For the highest occupied orbital energy, the calculation gives -14.58 eV. The molar mass comes out at 101.1 g mol⁻¹. The calculation puts the HOMO-LUMO gap at 0.4032 Ha.

Geometry as ORCA input:
```
! RIJCOSX wB97M-V def2-TZVPD def2/J DEFGRID3
* xyz 1 1
H 1.33798 0.11841 1.02534
H -0.96049 0.13068 -2.89598
N -0.97254 1.46450 0.76932
H -1.39772 1.18767 1.66297
N 0.59497 -2.17416 -1.11415
C 1.22453 -0.98619 0.89029
H 2.15484 -1.59822 0.85097
N 0.01617 -0.08180 -0.94606
H -0.37326 0.73463 -0.22838
H -1.72866 2.15764 0.46858
N 0.55957 -1.10194 -0.31161
H 0.62919 -1.31802 1.84252
H -0.20938 2.18713 0.80434
H -0.00058 -2.44896 -3.13728
C -0.29694 -0.47562 -2.18868
C -0.05178 -1.84399 -2.21860
*
```

Here are the Löwdin charges for atoms 1 to 6, given in e: 0.100 0.162 0.068 0.101 0.157 -0.017



## y
Molecular formula: C3H9N4
Method: DFT, ωB97M-V/def2-TZVPD

For the highest occupied orbital energy, the calculation gives -13.73 eV. The molar mass comes out at 101.1 g mol⁻¹. The calculation puts the HOMO-LUMO gap at 0.2948 Ha.

Geometry as ORCA input:
```
! RIJCOSX wB97M-V def2-TZVPD def2/J DEFGRID3
* xyz 1 1
H 2.45803 0.54456 0.41610
C 0.36282 -0.96543 -0.00103
H -1.51987 -2.29324 -0.25185
H -1.23380 1.88453 -0.50448
N 1.28957 -1.85576 -0.19817
N -1.26985 0.98079 0.08119
H 1.66052 1.44188 -1.12978
N 0.55287 0.33878 0.32280
H -1.09846 1.03581 1.05828
H 1.36916 2.23300 0.50385
C 1.59004 1.21195 -0.00889
H 2.23825 -1.51025 -0.32820
N -1.85101 -0.17426 -0.26327
C -1.17415 -1.33041 0.24356
H -2.09866 -0.26085 -1.22280
H -1.27547 -1.28109 1.28270
*
```

Here are the Löwdin charges for atoms 1 to 6, given in e: 0.149 -0.388 0.173 0.233 0.183 0.164



Least stable structure: w



## w
Molecular formula: C3H9N4
Method: DFT, ωB97M-V/def2-TZVPD

For the highest occupied orbital energy (alpha / beta), the calculation gives -12.90 / -12.79 eV. The molar mass comes out at 101.1 g mol⁻¹. The calculation puts the HOMO-LUMO gap (alpha / beta) at 0.2840 / 0.2953 Ha.

Geometry as ORCA input:
```
! RIJCOSX wB97M-V def2-TZVPD def2/J DEFGRID3
* xyz 1 1
N 0.90995 -1.54353 0.29888
H 0.05434 3.47735 -0.95218
H 0.27563 2.13446 2.45999
N -0.31199 -1.33525 -0.13457
H 1.91393 -3.15593 1.09141
N -0.69545 2.93694 -1.20153
N -0.55703 0.71590 0.84713
C -0.97339 -0.20912 0.05956
H -1.06066 3.47104 -1.92233
C 1.46987 -2.83917 0.20979
H 0.78553 -3.62484 -0.18491
H -0.86064 -1.96924 -0.73860
H -1.42908 2.85679 -0.47412
H 2.32166 -2.54052 -0.46645
C -0.05237 1.38791 1.72091
H -1.79028 0.23721 -0.61297
*
```

Here are the Löwdin charges for atoms 1 to 6, given in e: 0.028 -0.020 0.133 0.027 0.064 0.046



## x
Molecular formula: C3H9N4
Method: DFT, ωB97M-V/def2-TZVPD

Its structure (SMILES) is C1=NCNC[NH2+]N1. For the highest occupied orbital energy, the calculation gives -13.86 eV. The molar mass comes out at 101.1 g mol⁻¹. The calculation puts the HOMO-LUMO gap at 0.3785 Ha.

Geometry as ORCA input:
```
! RIJCOSX wB97M-V def2-TZVPD def2/J DEFGRID3
* xyz 1 1
C 0.48967 -1.00958 0.71845
H 0.26580 -0.68919 1.69462
N 1.31661 -0.11092 0.17469
N 0.15808 2.00435 -0.11212
H 2.05918 2.00960 0.34107
H -1.28549 -0.01120 -2.16788
N -0.81652 0.11297 -1.19448
H -1.56693 -1.69501 -0.76888
N -1.04219 -0.94106 -0.20612
H -1.73897 -0.51041 0.43506
H -1.35237 2.18419 -1.33884
H 0.95142 -2.02393 0.61981
C -0.68086 1.47943 -0.89144
H 1.75070 -0.48063 -0.73170
C 1.18922 1.27798 0.59010
H 0.88469 1.39855 1.57711
*
```

Here are the Löwdin charges for atoms 1 to 6, given in e: -0.074 0.111 -0.039 0.060 0.173 0.188



## y
Molecular formula: C3H9N4
Method: DFT, ωB97M-V/def2-TZVPD

Its structure (SMILES) is C=N/C=[NH+]\NCN. For the highest occupied orbital energy, the calculation gives -13.12 eV. The molar mass comes out at 101.1 g mol⁻¹. The calculation puts the HOMO-LUMO gap at 0.3202 Ha.

Geometry as ORCA input:
```
! RIJCOSX wB97M-V def2-TZVPD def2/J DEFGRID3
* xyz 1 1
C -3.42311 0.35457 0.31472
H -3.85914 0.34244 1.27348
N -2.22788 -0.05212 0.24554
C 2.08318 0.70267 0.14503
H 0.36324 1.66514 -0.57523
N 2.41795 -0.70437 0.16712
H -1.65174 -1.74395 -0.47873
H 0.55522 -1.24857 -0.68572
H 2.09783 -1.19925 0.96708
N 0.62548 0.82650 -0.06834
H -3.94845 0.51203 -0.68702
H 3.35519 -0.75218 -0.01396
C -1.30317 -0.68517 -0.35360
H 2.60484 1.10533 -0.76306
H 2.33301 1.27487 1.00794
N -0.02245 -0.39794 -0.49524
*
```

Here are the Löwdin charges for atoms 1 to 6, given in e: 0.131 0.093 0.075 -0.240 0.131 0.028



Least stable structure: w



## w
Molecular formula: C2H8N3P
Method: DFT, ωB97M-V/def2-TZVPD

Its structure (SMILES) is CCN/N=P/N. For the highest occupied orbital energy, the calculation gives -7.64 eV. The molar mass comes out at 105.1 g mol⁻¹. The calculation puts the HOMO-LUMO gap at 0.3071 Ha.

Geometry as ORCA input:
```
! RIJCOSX wB97M-V def2-TZVPD def2/J DEFGRID3
* xyz 0 1
H -2.45166 -1.35328 0.58230
H 2.71431 1.23584 0.73197
H -1.89779 -0.00812 -1.47011
C -1.24176 0.19327 -0.57193
P 2.65069 -0.69151 -0.33928
N -0.03387 -0.55871 -0.68020
H -1.72701 -0.18282 1.50038
C -2.21822 -0.35888 0.54116
N 3.41201 0.62645 0.44318
H -0.26814 -1.47026 -0.54998
H -3.11718 0.19479 0.62019
H 4.15962 1.14961 -0.14750
H -1.15691 1.30233 -0.35401
N 1.17590 -0.07872 -0.30617
*
```

Here are the Löwdin charges for atoms 1 to 6, given in e: 0.028 -0.047 0.108 -0.248 0.716 -0.175



## x
Molecular formula: C2H8N3P
Method: DFT, ωB97M-V/def2-TZVPD

Its structure (SMILES) is CCNP(#N)N. For the highest occupied orbital energy, the calculation gives -8.83 eV. The molar mass comes out at 105.1 g mol⁻¹. The calculation puts the HOMO-LUMO gap at 0.3335 Ha.

Geometry as ORCA input:
```
! RIJCOSX wB97M-V def2-TZVPD def2/J DEFGRID3
* xyz 0 1
H -0.32288 1.91374 0.65430
C -1.38275 0.37551 -0.32720
H -2.22383 -0.29762 0.04291
H -1.92447 1.82283 1.11677
H 1.93266 -1.55290 -1.53539
H -1.76445 0.95458 -1.17380
N 2.05919 -1.63882 -0.56803
C -1.07991 1.28676 0.88741
P 1.14922 -0.41016 0.27687
N -0.17238 -0.31750 -0.85698
H -0.70401 0.51539 1.64622
H -0.38622 -1.24745 -1.35927
N 1.77378 0.20742 1.51590
H 3.04605 -1.61179 -0.31972
*
```

Here are the Löwdin charges for atoms 1 to 6, given in e: 0.017 -0.329 0.120 0.046 -0.011 0.095



Least stable structure: x



## w
Molecular formula: C2H3N3O2
Method: DFT, ωB97M-V/def2-TZVPD

Its structure (SMILES) is O=c1cnn(O)[nH]1. For the highest occupied orbital energy, the calculation gives -8.98 eV. The molar mass comes out at 101.1 g mol⁻¹. The calculation puts the HOMO-LUMO gap at 0.3301 Ha.

Geometry as ORCA input:
```
! RIJCOSX wB97M-V def2-TZVPD def2/J DEFGRID3
* xyz 0 1
N -0.57258 -1.26101 0.17396
C 0.73476 -1.25659 0.11702
O 2.40025 0.55986 -0.07703
H 0.11133 1.77350 -0.07728
O -2.09590 0.64814 0.08104
N -0.92627 0.00129 0.37023
H 1.20926 -2.15814 0.00085
C 1.31205 0.07092 0.07886
H -2.29783 0.77662 -0.89065
N 0.12494 0.84541 0.22301
*
```

Here are the Löwdin charges for atoms 1 to 6, given in e: 0.136 -0.037 0.055 0.143 0.038 -0.261



## x
Molecular formula: C2H3N3O2
Method: DFT, ωB97M-V/def2-TZVPD

For the highest occupied orbital energy, the calculation gives -9.42 eV. The molar mass comes out at 101.1 g mol⁻¹. The calculation puts the HOMO-LUMO gap at 0.3039 Ha.

Geometry as ORCA input:
```
! RIJCOSX wB97M-V def2-TZVPD def2/J DEFGRID3
* xyz 0 1
C -0.19947 -0.27023 0.86561
H 0.04380 1.12770 -1.94905
C -1.44612 -0.41049 0.00866
N 0.04278 0.37274 -1.20392
O -0.27108 -0.30426 2.15966
N 0.69473 0.55712 0.04550
H -2.33442 -0.99978 0.50132
H 2.53733 0.11756 1.03979
N -1.20443 -0.04705 -1.23572
O 2.13686 -0.14330 -0.23183
*
```

Here are the Löwdin charges for atoms 1 to 6, given in e: -0.333 0.178 -0.071 -0.119 -0.001 -0.014



## y
Molecular formula: C2H3N3O2
Method: DFT, ωB97M-V/def2-TZVPD

Its structure (SMILES) is O=c1cn[nH]n1O. For the highest occupied orbital energy, the calculation gives -8.88 eV. The molar mass comes out at 101.1 g mol⁻¹. The calculation puts the HOMO-LUMO gap at 0.3213 Ha.

Geometry as ORCA input:
```
! RIJCOSX wB97M-V def2-TZVPD def2/J DEFGRID3
* xyz 0 1
N -0.70163 0.16900 0.20324
C 1.42669 -0.39939 -0.08293
O -1.99566 0.67381 -0.23524
O 1.04054 1.87333 -0.15982
N 0.67358 -1.44337 -0.05017
H -1.31943 -1.74111 0.07499
C 0.67927 0.71747 0.01824
H 2.54476 -0.33085 -0.13679
H -1.73176 1.51448 0.57432
N -0.61637 -1.03338 -0.20585
*
```

Here are the Löwdin charges for atoms 1 to 6, given in e: -0.155 -0.100 -0.029 0.058 0.102 0.182



## z
Molecular formula: C2H3N3O2
Method: DFT, ωB97M-V/def2-TZVPD

For the highest occupied orbital energy, the calculation gives -9.05 eV. The molar mass comes out at 101.1 g mol⁻¹. The calculation puts the HOMO-LUMO gap at 0.3431 Ha.

Geometry as ORCA input:
```
! RIJCOSX wB97M-V def2-TZVPD def2/J DEFGRID3
* xyz 0 1
H -0.75965 -0.17556 -1.80446
N -0.48018 0.13446 -0.86692
H 2.25655 -0.70473 0.78810
O -2.33447 1.46987 -0.23000
H 1.96976 0.15962 -0.66449
C 0.34020 -0.53538 0.19379
N -0.28008 -0.87907 1.28897
C -1.36731 0.78958 -0.04693
O -0.82885 0.55517 1.20953
N 1.65853 -0.54301 -0.01416
*
```

Here are the Löwdin charges for atoms 1 to 6, given in e: 0.161 0.170 0.126 0.131 0.115 -0.446



Least stable structure: x